1.
{"formula": "C41H47F6I2N2O4Sr", "method": "ωB97M-V/def2-TZVPD", "species": ["H", "H", "H", "C", "H", "O", "H", "H", "C", "C", "O", "C", "H", "H", "H", "C", "H", "C", "C", "H", "H", "H", "H", "C", "H", "F", "H", "H", "C", "C", "H", "N", "H", "F", "C", "H", "C", "C", "C", "H", "C", "C", "C", "H", "O", "Sr", "C", "H", "C", "C", "C", "C", "H", "C", "H", "C", "C", "H", "F", "I", "C", "C", "H", "F", "H", "C", "F", "N", "C", "C", "H", "H", "H", "H", "H", "H", "C", "C", "H", "C", "H", "C", "O", "C", "C", "H", "H", "H", "C", "H", "C", "F", "H", "H", "I", "H", "C", "H", "H", "C", "H", "C", "H"], "xyz": [[-4.954, -1.423, 4.609], [1.234, -5.138, 2.525], [2.709, 5.099, -1.942], [1.938, 5.109, -2.716], [-2.394, -4.396, 1.928], [-1.333, 2.469, -1.336], [-3.664, -2.047, 3.546], [0.072, 6.150, -1.104], [-0.306, -3.924, 1.586], [-0.790, -4.199, -0.851], [-3.283, 0.157, 2.179], [0.083, 5.947, 3.036], [-1.152, -2.317, 2.805], [2.340, 4.652, -3.624], [4.216, 1.423, 0.303], [-1.184, -2.471, -2.420], [0.776, -5.163, -3.668], [-2.519, -5.788, -2.814], [0.901, 2.923, -2.005], [1.535, -0.928, -1.236], [5.692, 1.090, -0.619], [1.488, 0.280, 1.712], [4.373, 1.665, -3.450], [-0.078, -5.773, -3.367], [-2.691, -6.567, -3.562], [-4.750, 2.331, 3.242], [4.686, 2.475, -1.033], [-0.745, 4.666, -0.592], [0.200, 5.077, -0.940], [0.336, 3.290, 2.262], [0.174, -6.263, -2.426], [0.410, 2.005, 1.853], [-0.235, -6.548, -4.123], [-2.022, -0.511, 4.633], [-0.249, -2.922, 2.747], [1.709, 6.153, -2.937], [1.441, 3.954, 2.858], [-0.411, 4.585, -3.333], [4.660, 1.439, -0.692], [-1.355, 4.140, -3.026], [3.870, 0.531, -1.646], [-1.335, -4.900, -3.223], [1.034, -4.677, 1.554], [-1.804, -5.094, -5.320], [-0.350, -0.984, 0.789], [-1.764, 1.044, 0.790], [-1.434, -4.915, 1.921], [-0.140, -3.480, 3.682], [-4.489, -1.343, 3.626], [0.661, 4.408, -2.246], [1.285, 5.310, 3.227], [1.393, 0.121, -1.448], [-3.426, -5.189, -2.721], [-0.223, 2.052, -1.646], [2.982, 2.986, -2.209], [1.510, 1.314, 2.046], [-2.967, 0.443, 4.499], [-1.271, -5.348, 2.911], [-3.566, 0.558, 5.707], [-2.803, 6.299, 2.180], [2.641, 1.872, 2.661], [-1.647, -4.294, -4.592], [-5.221, -1.575, 2.853], [-5.922, 0.965, 4.444], [-0.823, -3.671, -4.947], [-0.952, 3.941, 2.054], [-2.318, 1.592, 4.274], [-1.012, -0.177, -1.688], [-0.892, -1.546, -1.426], [2.412, 0.967, -1.673], [0.592, -2.240, 2.648], [-1.495, -5.735, 1.204], [-2.335, -6.271, -1.854], [-0.578, 5.649, -3.515], [-0.089, 4.125, -4.271], [3.912, -0.016, -3.749], [0.028, 0.578, -1.581], [-1.096, -3.828, -2.162], [1.038, -5.462, 0.794], [-1.005, 5.280, 2.479], [-2.552, -3.685, -4.561], [2.128, 2.360, -1.993], [-1.916, 3.312, 1.529], [-0.569, -3.318, 0.197], [-3.938, 0.066, 3.346], [-0.738, -5.260, -0.632], [3.472, 3.641, 3.516], [0.950, 4.944, -0.155], [-5.135, 1.054, 3.344], [3.608, -1.044, -0.169], [2.610, 3.184, 3.048], [-5.939, 0.796, 2.294], [5.081, -1.179, -1.139], [3.523, -1.613, -1.843], [2.871, 6.392, 4.078], [-1.446, -2.089, -3.398], [4.447, 0.646, -3.066], [3.520, 1.262, 2.825], [5.502, 0.363, -3.066], [-0.579, -1.913, -0.071], [-0.033, 6.983, 3.323], [4.023, -0.914, -1.171], [1.847, -3.983, 1.328]], "forces_ev_per_angstrom": [[-0.007, -0.035, 0.000], [0.008, -0.004, 0.003], [0.021, 0.008, -0.015], [-0.046, -0.062, 0.025], [-0.018, -0.021, 0.002], [0.225, 0.084, -0.247], [0.002, -0.007, 0.005], [-0.009, 0.001, -0.001], [0.026, -0.061, 0.072], [-0.025, -0.023, -0.093], [-0.366, -0.199, 0.249], [0.167, 0.001, 0.050], [0.020, 0.007, 0.000], [0.018, 0.010, 0.001], [0.011, 0.019, 0.040], [0.024, 0.186, 0.100], [0.007, -0.005, -0.001], [0.033, 0.032, -0.003], [0.428, 0.190, -0.012], [0.020, 0.005, -0.007], [0.003, -0.002, -0.001], [-0.019, 0.012, -0.011], [0.004, 0.002, -0.013], [-0.050, 0.018, -0.005], [-0.003, -0.008, 0.005], [-0.018, 0.021, 0.001], [-0.007, -0.009, 0.022], [0.000, 0.013, 0.025], [-0.013, -0.035, -0.036], [0.178, 0.218, 0.129], [0.009, -0.007, 0.002], [0.215, -0.189, -0.016], [0.010, -0.005, 0.005], [-0.001, 0.007, 0.005], [-0.038, 0.037, -0.106], [-0.007, 0.006, 0.005], [-0.107, -0.143, -0.065], [-0.014, -0.025, 0.041], [-0.002, 0.010, -0.025], [-0.003, 0.014, -0.031], [0.060, -0.018, -0.038], [0.038, -0.023, -0.033], [-0.032, 0.016, -0.020], [-0.001, -0.001, -0.005], [0.286, 0.103, 0.162], [-0.448, -0.398, 0.076], [0.006, -0.007, 0.006], [-0.004, -0.020, -0.017], [0.012, 0.104, -0.021], [-0.011, 0.051, -0.052], [0.047, 0.194, 0.067], [0.377, -0.093, -0.059], [-0.010, -0.012, 0.013], [-0.380, 0.187, -0.061], [-0.013, 0.021, -0.002], [-0.045, -0.028, -0.013], [-0.011, -0.050, -0.012], [0.011, 0.010, 0.002], [0.003, -0.008, -0.011], [0.099, -0.045, 0.020], [0.040, 0.102, 0.029], [0.008, -0.010, 0.052], [-0.005, -0.026, 0.007], [0.027, -0.001, 0.006], [-0.012, 0.011, -0.012], [-0.150, 0.161, 0.085], [-0.004, 0.024, -0.009], [0.292, 0.801, -0.161], [0.065, -0.648, 0.128], [-0.119, -0.441, 0.112], [0.005, 0.038, 0.007], [-0.020, 0.004, 0.018], [-0.020, -0.010, 0.001], [0.008, 0.006, 0.006], [-0.009, 0.003, -0.009], [0.004, 0.006, -0.014], [-0.314, -0.487, -0.072], [-0.023, -0.075, 0.008], [0.006, 0.002, 0.004], [-0.186, -0.083, -0.171], [0.003, 0.011, -0.015], [-0.250, 0.277, -0.049], [0.150, 0.376, 0.047], [-0.035, 0.216, 0.089], [-0.074, -0.056, 0.104], [0.014, 0.013, -0.004], [0.007, -0.001, 0.005], [-0.010, 0.001, 0.013], [0.003, -0.014, -0.002], [-0.003, -0.027, -0.007], [-0.006, -0.084, -0.030], [0.015, 0.003, -0.009], [0.007, 0.008, -0.005], [-0.001, -0.013, 0.011], [-0.088, -0.039, -0.040], [-0.007, 0.000, -0.006], [-0.020, 0.011, 0.046], [0.014, 0.005, -0.006], [0.004, 0.003, 0.004], [0.023, -0.169, -0.279], [0.030, 0.001, 0.010], [-0.050, 0.065, 0.003], [0.019, -0.015, 0.002]], "mulliken_charge": [0.374, 0.474, 0.362, -2.230, 0.359, -0.844, 0.203, 0.575, 2.595, -0.601, -1.317, -0.277, 0.394, 0.453, 0.180, 0.059, 0.344, -1.621, -0.206, 0.588, 0.513, 0.590, 0.302, -1.638, 0.454, -0.199, 0.303, 0.330, -1.630, -0.973, 0.307, 0.878, 0.459, -0.261, -2.099, 0.447, 1.173, -1.950, -1.507, 0.335, 1.855, 2.032, -1.741, 0.441, -0.710, 2.641, -1.828, 0.555, -1.714, 2.447, -0.241, -1.237, 0.356, 1.466, 0.481, -0.864, 0.431, 0.465, -0.307, -0.020, -1.387, -2.167, 0.464, -0.305, 0.391, 0.677, -0.178, -0.571, -1.253, 0.636, 0.105, 0.322, 0.303, 0.476, 0.414, 0.369, -0.007, -0.426, 0.290, -0.323, 0.392, -0.305, -0.853, -0.259, 0.917, 0.325, 0.130, 0.256, 0.508, 0.366, -0.901, -0.287, 0.487, 0.373, -0.016, 0.611, -1.783, 0.615, 0.470, 1.398, 0.410, -2.139, 0.246], "total_charge": -1, "total_energy_ev": -87800.138, "e_above_lowest_ev": 0.078, "gap_ev": 5.336}


2.
{"formula": "C18H25Cl2N5", "method": "ωB97M-V/def2-TZVPD", "species": ["H", "H", "H", "Cl", "H", "H", "H", "N", "C", "C", "H", "H", "C", "Cl", "C", "N", "H", "C", "H", "C", "H", "H", "H", "N", "C", "C", "C", "H", "N", "C", "H", "H", "N", "H", "C", "H", "C", "H", "C", "C", "C", "H", "H", "H", "H", "C", "C", "H", "H", "C"], "xyz": [[-2.389, 0.185, -0.143], [3.391, -1.265, 1.289], [2.029, 0.883, 2.189], [5.597, 2.155, 1.156], [-2.837, 0.408, 2.117], [-3.765, -2.726, -1.184], [2.352, -2.128, 2.532], [0.305, -0.889, 0.255], [2.929, 2.453, 0.222], [1.440, 3.923, 1.016], [3.291, -0.819, 3.030], [-1.679, -1.956, -1.965], [-4.211, -3.578, 0.549], [1.967, 5.818, 3.026], [-2.228, -1.968, -0.008], [1.761, 0.183, -1.920], [-3.711, -3.949, 1.388], [-0.135, 0.869, -4.281], [-1.072, 1.410, -3.944], [3.615, 3.901, 1.997], [-0.162, 0.621, -5.329], [-3.289, -1.355, 2.139], [-4.797, -4.342, 0.072], [-1.231, -1.847, -1.028], [1.395, -0.193, 0.449], [2.329, 4.406, 1.968], [2.177, 0.410, -0.664], [0.781, 1.508, -4.215], [1.693, 2.917, 0.146], [2.765, -1.195, 2.152], [-4.473, -0.190, 1.613], [-4.833, -2.722, 0.900], [3.169, 1.347, -0.588], [-2.663, -3.990, -0.819], [-3.392, -0.422, 1.718], [-1.711, -2.198, 0.942], [0.557, -0.430, -2.132], [0.822, -0.386, 2.523], [3.966, 2.969, 1.022], [0.112, -0.459, -3.505], [-3.149, -3.076, -0.328], [4.281, 4.312, 2.841], [0.835, -0.951, -4.052], [3.786, 1.496, -1.354], [-3.888, -0.718, -0.463], [1.682, -0.124, 1.911], [-2.993, -0.626, 0.172], [-0.732, -0.991, -3.585], [0.460, 4.350, 1.149], [-0.149, -1.027, -0.975]], "forces_ev_per_angstrom": [[0.555, 0.749, -0.456], [0.622, -0.439, -0.257], [0.101, -0.312, 0.108], [-1.839, 0.914, -0.415], [0.162, -0.052, 0.567], [0.545, 0.216, -0.276], [-0.137, -0.235, -0.766], [0.300, 0.347, -0.893], [0.978, -0.593, -1.000], [-0.450, -0.008, 0.836], [0.777, -0.175, -0.143], [0.831, 0.218, 1.069], [-0.657, 1.638, 1.375], [-0.051, -1.330, -0.829], [0.776, 1.169, 2.025], [-2.047, -0.453, 0.831], [0.229, -1.051, 1.785], [0.567, 0.651, 1.171], [1.221, -0.521, -0.451], [1.482, 0.787, 1.069], [-0.568, -0.097, -0.442], [0.391, -1.677, 1.665], [-0.288, -0.176, -0.116], [-1.418, -1.021, -3.500], [0.934, 1.834, -0.634], [0.279, 0.679, -0.340], [-3.278, -1.972, -0.407], [-0.930, -0.209, 0.374], [-0.045, 1.917, 2.060], [-0.356, 1.109, 2.047], [0.571, 0.136, 0.912], [0.011, -0.755, -0.230], [1.348, 0.164, 1.939], [0.125, 1.243, 0.972], [-1.566, 1.584, -4.126], [-0.015, 0.170, -0.309], [1.176, -0.111, 3.684], [-0.262, 0.301, -0.398], [0.506, -0.495, 1.677], [0.542, 2.722, -0.653], [-0.635, -1.720, -4.636], [-0.685, -0.994, -1.752], [1.665, -1.295, -1.277], [0.252, -0.353, -0.568], [0.191, 0.430, 0.194], [1.339, 0.177, -0.260], [-0.601, -1.432, 1.729], [-3.236, -2.204, -0.343], [-0.540, -0.167, -0.842], [1.127, 0.690, -1.769]], "mulliken_charge": [0.477, 0.381, 0.130, -0.186, 0.375, 0.340, 0.273, -0.162, 0.110, -0.446, 0.353, 0.337, -1.549, -0.217, 0.079, -0.656, 0.399, -1.128, 0.291, -0.374, 0.369, 0.437, 0.404, -0.100, 0.725, 0.458, -0.295, 0.288, -0.274, -1.225, 0.294, 0.252, 0.044, 0.385, -1.305, 0.366, 0.078, 0.365, 0.105, -0.833, -0.602, 0.279, 0.384, 0.324, 0.387, -0.286, -0.719, 0.361, 0.341, 0.163], "total_energy_ev": -51564.911, "smiles": "CCc1nc(NC(CC)CC)c(CC)nc1Nc1ncc(Cl)cc1Cl", "e_above_lowest_ev": 2.430, "gap_ev": 7.353}